(1)
Computed, not measured: a cluster of 2 separate species, C5H10BrO3P in total at a distorted geometry, with wB97M-V/def2-TZVPD.

Structure (XYZ):
```
20
Properties=species:S:1:pos:R:3:mulliken_charge:R:1
C -0.214 1.621 1.868 -0.666
O -0.513 1.450 0.496 -0.179
P -1.851 0.782 -0.084 0.604
O -1.854 0.801 -1.541 -0.609
O -1.738 -0.678 0.553 -0.181
C -2.426 -1.688 -0.142 -0.841
H -1.175 1.615 2.297 0.335
H 0.260 2.640 1.977 0.247
H 0.468 0.955 2.471 0.241
H -2.804 1.437 0.715 0.065
H -2.147 -2.722 0.198 0.253
H -2.335 -1.716 -1.167 0.400
H -3.525 -1.637 -0.097 0.339
Br 4.253 0.092 0.999 -0.100
C 3.181 -0.033 -0.474 -0.193
C 2.230 0.337 -1.267 0.128
C 2.835 -1.021 -1.569 -0.565
H 1.464 1.017 -1.739 0.326
H 2.190 -1.870 -1.325 0.152
H 3.701 -1.381 -2.168 0.245
```

Results
Lowest unoccupied orbital energy in Eh: 0.0263
ΔE to the lowest compared entry with this formula, charge and spin in kcal per mole: 0.0
Structure (SMILES): CO[PH](=O)OC.BrC1=CC1
Spin multiplicity: 1
E_HOMO in eV: -8.99
Total charge: 0
Orbital gap in eV: 9.709

---

(2)
Computed, not measured: a structure of composition C42H38Cl3F3FeIN7O4Se, with wB97M-V/def2-TZVPD.

Structure (XYZ):
```
100
Properties=species:S:1:pos:R:3:mulliken_charge:R:1
Fe -1.467 0.424 0.478 0.166
C 2.214 -0.973 2.695 -0.906
C 1.182 -0.278 3.528 0.536
N 1.210 -0.388 4.830 -0.717
C 0.251 0.226 5.569 -1.183
C -0.778 0.945 5.030 1.504
C -1.792 1.585 5.934 -1.094
O -1.603 3.001 6.084 -0.552
C -0.858 1.064 3.617 0.506
C -1.914 1.794 2.990 -0.861
N -2.141 1.832 1.719 0.763
C -3.170 2.679 1.252 -0.325
C -4.398 2.821 1.892 -0.202
C -5.380 3.643 1.360 -0.870
C -5.153 4.332 0.180 -0.535
C -3.937 4.191 -0.476 -0.486
C -2.958 3.372 0.056 0.268
I -1.145 3.081 -0.922 0.221
C 0.162 0.474 2.821 -0.045
O 0.246 0.592 1.562 -1.021
H 2.668 -1.777 3.272 0.370
H 2.994 -0.267 2.392 0.153
H 1.765 -1.360 1.779 0.175
H 0.331 0.105 6.645 0.286
H -1.701 1.171 6.938 0.396
H -2.809 1.379 5.584 0.342
H -1.374 3.356 5.220 0.434
H -2.540 2.413 3.636 0.631
H -4.605 2.237 2.779 0.506
H -6.339 3.717 1.858 0.348
H -5.929 4.949 -0.254 0.349
H -3.759 4.699 -1.414 0.384
Cl -1.638 -4.282 -1.492 -0.185
C -0.924 -2.776 -2.098 0.785
Cl 0.335 -3.188 -3.315 -0.192
Cl -2.174 -1.835 -2.907 -0.165
C -0.181 -2.020 -0.902 0.059
O 0.654 -2.705 -0.338 -0.760
O -0.494 -0.820 -0.738 0.008
N -6.051 -0.769 -3.711 -0.687
C -5.616 -0.112 -2.857 0.508
N -5.240 0.723 -1.909 -0.822
C -4.131 0.520 -1.258 0.805
N -3.151 0.494 -0.639 -0.407
C 2.764 2.578 -5.133 -0.911
C 1.246 2.430 -5.267 -0.733
C 0.521 2.078 -3.965 -0.604
C 0.567 0.612 -3.549 0.055
N 1.920 0.091 -3.413 1.476
C 2.720 0.292 -2.323 -0.997
Se 2.296 1.232 -0.832 -0.339
N 3.870 -0.424 -2.553 1.043
C 4.984 -0.540 -1.634 -1.174
C 6.211 0.233 -2.113 -0.666
C 6.008 1.747 -2.172 0.306
C 5.999 2.400 -0.794 -1.251
C 3.783 -1.085 -3.764 1.126
C 4.658 -1.941 -4.410 -0.898
C 4.259 -2.450 -5.641 -0.759
C 3.029 -2.108 -6.197 -0.879
C 2.151 -1.252 -5.543 -0.579
C 2.544 -0.752 -4.313 0.050
H 3.182 3.113 -5.989 0.483
H 3.274 1.616 -5.073 0.039
H 3.015 3.139 -4.230 0.231
H 1.009 1.687 -6.036 0.243
H 0.841 3.378 -5.632 0.451
H -0.538 2.336 -4.052 0.541
H 0.928 2.687 -3.152 0.080
H 0.064 -0.015 -4.287 0.480
H 0.060 0.458 -2.594 -1.062
H 5.216 -1.604 -1.531 0.415
H 4.628 -0.184 -0.668 0.298
H 6.502 -0.142 -3.099 0.351
H 7.039 0.004 -1.434 0.485
H 5.066 1.965 -2.683 -0.333
H 6.802 2.185 -2.784 0.406
H 5.154 2.047 -0.202 0.201
H 5.905 3.484 -0.874 0.345
H 6.925 2.181 -0.253 0.354
H 5.610 -2.209 -3.973 0.397
H 4.914 -3.129 -6.171 0.381
H 2.742 -2.528 -7.153 0.397
H 1.187 -1.008 -5.967 0.385
F -4.806 -4.759 7.563 -0.273
C -4.404 -5.396 6.432 0.867
F -3.433 -6.251 6.837 -0.273
F -5.445 -6.163 6.047 -0.300
C -3.943 -4.456 5.374 0.525
C -2.835 -3.649 5.625 -0.958
C -2.389 -2.763 4.667 -0.285
C -3.038 -2.653 3.422 0.106
C -4.147 -3.480 3.188 -0.740
C -4.593 -4.369 4.150 -0.597
C -2.580 -1.724 2.452 0.712
C -2.163 -0.940 1.613 -0.857
H -2.318 -3.720 6.576 0.360
H -1.525 -2.139 4.856 0.468
H -4.650 -3.410 2.233 0.516
H -5.451 -4.996 3.946 0.407
```

Results
Lowest unoccupied orbital energy in Eh: 0.1358
Spin multiplicity: 1
E_HOMO in eV: -2.66
Total charge: -2
Orbital gap in eV: 6.361

---

(3)
Computed, not measured: a cluster of 2 separate species, C9H17N3O in total at a distorted geometry, with wB97M-V/def2-TZVPD.

Structure (XYZ):
```
30
Properties=species:S:1:pos:R:3:mulliken_charge:R:1
C 0.403 -0.658 -2.526 -0.181
C 0.116 -1.313 -1.527 -0.702
C -1.866 0.116 -0.167 -0.337
C -1.129 -0.775 0.532 -0.122
C 1.539 -0.476 0.822 0.616
C 3.605 1.658 -0.998 -1.149
C -2.804 0.959 0.501 -1.172
C 2.885 1.459 0.314 -0.415
C -0.092 -1.545 -0.072 -0.054
N 1.798 0.481 0.007 -0.051
N -4.275 0.488 0.677 -0.249
N 0.335 -2.841 0.565 -0.235
O 1.937 -1.196 1.659 -0.528
H 0.229 -0.385 -3.582 0.381
H -1.704 0.255 -1.191 0.552
H -1.226 -0.844 1.594 0.437
H 2.835 1.771 -1.702 0.364
H 4.353 2.483 -0.965 0.362
H 4.088 0.739 -1.346 0.333
H -2.482 1.359 1.469 0.417
H -2.803 1.932 -0.098 0.401
H 3.575 1.027 1.136 0.383
H 2.351 2.382 0.688 0.323
H 1.025 0.931 -0.561 0.358
H -4.790 1.333 0.793 0.355
H -4.394 -0.069 1.553 0.375
H -4.653 0.125 -0.171 0.331
H 0.965 -3.538 0.092 0.363
H -0.545 -3.363 1.001 0.417
H 0.722 -2.495 1.504 0.429
```

Results
Lowest unoccupied orbital energy in Eh: -0.2452
ΔE to the lowest compared entry with this formula, charge and spin in kcal per mole: 59.2
Spin multiplicity: 1
E_HOMO in eV: -15.29
Total charge: +2
Orbital gap in eV: 8.619

---

(4)
Computed, not measured: the ion C6H8NO2 with charge +1 at a distorted geometry, with wB97M-V/def2-TZVPD.

Structure (XYZ):
```
17
Properties=species:S:1:pos:R:3:mulliken_charge:R:1
N 0.154 1.818 0.016 -0.334
C 0.547 0.339 -0.021 0.840
C 2.120 0.347 -0.139 -0.160
O 2.747 1.361 -0.246 -0.411
C -0.069 -0.430 -1.149 -1.001
C -1.163 -1.170 -0.921 -0.061
C -1.652 -1.402 0.421 -0.749
C -0.903 -1.085 1.523 -0.060
O 0.227 -0.338 1.438 -0.376
H 0.037 2.128 -1.059 0.443
H 0.812 2.416 0.543 0.367
H -0.744 2.050 0.412 0.365
H 2.692 -0.653 -0.123 0.371
H 0.338 -0.368 -2.055 0.584
H -1.468 -1.678 -1.846 0.402
H -2.533 -1.948 0.600 0.407
H -1.142 -1.385 2.607 0.374
```

Results
Lowest unoccupied orbital energy in Eh: -0.1495
ΔE to the lowest compared entry with this formula, charge and spin in kcal per mole: 17.3
Structure (SMILES): [NH3+][C@]1(C=O)C=CC=CO1
Spin multiplicity: 1
E_HOMO in eV: -12.97
Total charge: +1
Orbital gap in eV: 8.898

---

(5)
Computed, not measured: a structure of composition C14H19MnN9O4, with wB97M-V/def2-TZVPD.

Structure (XYZ):
```
47
Properties=species:S:1:pos:R:3:mulliken_charge:R:1
Mn -0.253 1.285 -0.592 0.792
N 0.474 -0.533 0.645 -0.330
C 1.641 -1.000 -0.110 1.291
C 2.497 -2.028 0.629 -1.134
C 1.913 -3.443 0.613 -0.284
C 2.392 -4.248 -0.599 -1.281
N 2.295 -3.576 -1.899 -0.080
C 1.165 -3.224 -2.504 0.246
N -0.007 -3.676 -2.053 -0.123
N 1.187 -2.405 -3.553 -0.357
C 2.463 0.195 -0.667 0.803
O 3.617 -0.045 -1.007 -0.736
O 1.816 1.282 -0.809 -0.714
H 0.748 -0.150 1.545 0.324
H -0.200 -1.271 0.811 0.195
H 1.243 -1.434 -1.028 -0.844
H 2.630 -1.667 1.652 0.551
H 3.493 -2.043 0.182 0.422
H 0.821 -3.414 0.680 0.281
H 2.250 -4.022 1.476 0.365
H 1.910 -5.227 -0.658 0.325
H 3.457 -4.440 -0.478 0.492
H 3.128 -3.100 -2.209 0.315
H -0.031 -4.475 -1.445 0.221
H -0.850 -3.444 -2.572 0.238
H 2.002 -1.837 -3.725 0.252
H 0.303 -2.042 -3.896 0.209
O -1.081 3.150 -1.081 -0.589
N -1.517 3.876 -0.133 -0.171
N -1.375 3.367 1.027 0.890
O -0.838 2.185 1.231 -0.941
C -1.844 4.110 2.160 0.379
C -2.222 5.440 2.028 -0.340
C -2.673 6.119 3.146 -0.443
C -2.742 5.485 4.380 -0.496
C -2.353 4.160 4.494 -0.437
C -1.900 3.463 3.383 -0.368
H -2.159 5.926 1.066 0.448
H -2.968 7.156 3.052 0.362
H -3.094 6.026 5.249 0.371
H -2.400 3.660 5.453 0.346
H -1.585 2.433 3.447 0.370
N -3.723 -1.870 -5.129 -0.510
C -2.932 -1.817 -4.289 0.326
N -1.999 -1.889 -3.345 -0.665
C -1.592 -0.880 -2.652 0.542
N -1.111 -0.121 -1.912 -0.513
```

Results
Lowest unoccupied orbital energy (spin up / spin down) in Eh: -0.0071 / -0.0072
ΔE to the lowest compared entry with this formula, charge and spin in kcal per mole: 0.0
Spin multiplicity: 6
E_HOMO (spin up / spin down) in eV: -8.05 / -8.31
Total charge: 0
Orbital gap (spin up / spin down) in eV: 7.856 / 8.115

---

(6)
Computed, not measured: a cluster of 13 separate species, C26H78O26 in total at a distorted geometry, with wB97M-V/def2-TZVPD.

Structure (XYZ):
```
130
Properties=species:S:1:pos:R:3:mulliken_charge:R:1
C 6.758 -0.310 2.135 -0.565
C 5.904 -0.721 0.797 -0.312
O 5.492 0.412 0.198 -0.395
O 5.818 -0.394 3.211 -0.531
H 7.383 0.581 2.079 0.244
H 7.544 -1.046 2.307 0.367
H 4.989 -1.276 1.004 0.293
H 6.376 -1.372 0.061 0.331
H 4.878 0.261 -0.524 0.174
H 5.060 0.191 3.139 0.322
C -2.317 -5.039 -1.849 -0.768
C -1.284 -3.866 -1.945 -0.186
O -1.953 -2.565 -1.825 -0.218
O -2.776 -5.280 -0.493 -0.576
H -1.775 -5.966 -2.034 0.406
H -2.987 -5.155 -2.701 0.438
H -0.838 -3.765 -2.934 0.502
H -0.356 -4.078 -1.413 -0.177
H -2.726 -2.452 -2.382 0.185
H -3.462 -4.625 -0.344 0.304
C 4.842 3.729 0.542 -0.866
C 4.043 3.456 -0.795 0.347
O 4.240 2.219 -1.556 -0.333
O 4.424 2.748 1.548 -0.498
H 4.427 4.685 0.862 0.372
H 5.912 3.907 0.436 0.344
H 4.188 4.249 -1.529 0.531
H 2.981 3.440 -0.550 -0.419
H 5.056 2.478 -1.991 0.318
H 4.870 1.942 1.277 0.298
C 2.864 -3.710 -1.762 -0.603
C 3.211 -2.298 -2.518 0.262
O 4.594 -2.075 -2.512 -0.569
O 2.292 -3.416 -0.440 -0.426
H 3.871 -4.125 -1.810 0.392
H 2.215 -4.282 -2.425 0.348
H 2.572 -1.483 -2.176 -0.236
H 3.033 -2.397 -3.588 0.339
H 4.893 -1.999 -1.603 0.240
H 1.458 -3.842 -0.233 0.155
C -0.766 -3.495 2.377 -0.259
C 0.767 -3.789 2.459 -0.424
O 1.070 -5.086 2.023 -0.542
O -1.170 -3.379 1.020 0.228
H -1.080 -2.571 2.862 -0.255
H -1.423 -4.221 2.855 0.694
H 1.129 -3.707 3.484 0.440
H 1.333 -3.067 1.871 -0.042
H 0.479 -5.619 2.559 0.337
H -1.432 -4.246 0.701 0.153
C 1.964 7.082 -1.403 -0.870
C 0.884 6.046 -1.033 0.153
O 1.216 5.124 0.027 -0.430
O 3.083 6.644 -2.152 -0.502
H 2.394 7.669 -0.591 0.330
H 1.596 7.900 -2.022 0.379
H 0.793 5.587 -2.017 0.030
H -0.061 6.553 -0.836 0.374
H 0.416 4.638 0.242 0.198
H 2.799 6.289 -2.998 0.302
C -5.556 -5.268 2.123 -0.662
C -5.498 -3.821 1.458 -0.087
O -4.189 -3.463 0.983 -0.142
O -5.125 -6.279 1.263 -0.563
H -6.592 -5.576 2.261 0.364
H -5.041 -5.350 3.080 0.292
H -5.776 -3.132 2.256 0.135
H -6.113 -3.731 0.562 0.262
H -4.065 -2.550 1.250 0.217
H -4.259 -6.208 0.855 0.382
C 0.124 -0.422 0.241 0.238
C 0.910 0.906 0.052 -0.185
O 0.500 1.535 -1.136 0.559
O -1.269 -0.371 0.791 0.901
H 0.591 -1.208 0.835 -0.408
H 0.023 -1.074 -0.626 -0.033
H 1.997 0.831 0.052 0.055
H 0.646 1.552 0.889 -0.024
H 0.824 2.439 -1.135 -0.445
H -1.563 -1.236 0.496 -0.618
C -6.789 0.110 2.044 -0.610
C -5.358 0.545 1.871 -0.418
O -4.438 -0.561 1.574 -0.403
O -7.181 -0.311 3.283 -0.518
H -6.884 -0.458 1.118 0.296
H -7.300 1.063 1.907 0.350
H -5.005 1.043 2.773 0.335
H -5.313 1.064 0.913 0.362
H -3.806 -0.154 0.977 -0.024
H -6.516 -0.854 3.712 0.335
C -2.192 0.348 -3.292 -0.194
C -2.088 0.151 -4.775 -0.698
O -3.352 0.012 -5.389 -0.600
O -2.520 1.709 -2.967 -0.427
H -1.241 0.053 -2.850 -0.025
H -2.966 -0.242 -2.800 0.512
H -1.500 -0.758 -4.908 0.325
H -1.555 0.969 -5.259 0.424
H -3.739 0.856 -5.630 0.351
H -3.443 1.754 -3.228 0.315
C 1.468 2.976 -3.680 0.514
C 1.182 1.614 -4.321 0.278
O 0.640 1.752 -5.569 -0.494
O 2.332 3.782 -4.402 -0.683
H 1.957 2.787 -2.725 -0.491
H 0.485 3.394 -3.463 0.330
H 0.343 1.264 -3.720 -0.546
H 1.973 0.864 -4.278 0.407
H 1.380 2.096 -6.076 0.343
H 3.250 3.500 -4.385 0.421
C 1.202 -0.196 4.088 -0.319
C -0.280 -0.307 4.446 0.749
O -0.842 0.688 5.217 -0.504
O 1.918 -0.254 5.286 -0.569
H 1.477 0.765 3.653 0.337
H 1.619 -0.857 3.328 0.078
H -0.561 -1.310 4.767 0.366
H -0.776 -0.124 3.493 -0.659
H -0.373 0.565 6.045 0.332
H 2.239 0.643 5.404 0.365
C -1.949 3.860 1.124 -0.632
C -1.668 3.023 2.434 -0.432
O -2.431 1.867 2.284 -0.348
O -1.152 3.556 -0.027 -0.429
H -1.661 4.867 1.425 0.446
H -3.024 3.875 0.948 0.415
H -2.122 3.555 3.270 0.431
H -0.584 3.006 2.540 0.180
H -1.862 1.101 2.382 -0.102
H -1.264 2.620 -0.205 0.163
```

Results
Lowest unoccupied orbital energy in Eh: 0.0118
ΔE to the lowest compared entry with this formula, charge and spin in kcal per mole: 142.3
Spin multiplicity: 1
E_HOMO in eV: -9.89
Total charge: 0
Orbital gap in eV: 10.210

---

Q: What is the formula in the first record?
A: C5H10BrO3P

---

Q: The highest spin multiplicity belongs to which entry?
A: C14H19MnN9O4

---

Q: Which value of spin multiplicity does entry 1 give?
A: 1

---

Q: What is the total charge in the fifth record?
A: 0